Record 1
The following is a quantum chemistry calculation of a cluster of 8 separate species, C40H107N7O7 in total at a distorted geometry, from OMol25.

Element x y z (Å)
C  -1.05276  -0.50948  1.86132
O  -0.34238  0.69427  1.66378
H  -0.76686  -1.15534  1.03112
H  -0.77220  -1.08571  2.74300
H  -2.10244  -0.23004  1.77102
C  6.88107  -1.77958  -10.82648
C  5.37964  -1.59472  -10.72644
C  4.87076  -1.65079  -9.29492
N  3.30138  -1.55649  -9.16886
C  2.51833  -2.74809  -9.84960
C  1.00605  -2.79640  -9.41278
C  0.85097  -2.80530  -7.87391
C  1.64895  -1.74631  -7.17052
C  3.13436  -1.74056  -7.58126
C  2.83252  -0.15719  -9.61225
H  7.38877  -1.11796  -10.12463
H  7.30910  -1.54523  -11.80115
H  7.14911  -2.82208  -10.65485
H  4.90766  -2.26604  -11.44384
H  5.09816  -0.67798  -11.24456
H  5.27378  -0.78273  -8.77323
H  5.15260  -2.56888  -8.77938
H  3.07007  -3.63369  -9.53432
H  2.71316  -2.56599  -10.90648
H  0.62365  -3.73144  -9.82213
H  0.51893  -2.00302  -9.97968
H  1.30393  -3.73585  -7.53183
H  -0.19380  -2.82203  -7.56363
H  1.50338  -1.84755  -6.09505
H  1.14928  -0.78542  -7.29352
H  3.70442  -2.61838  -7.27701
H  3.71166  -0.90638  -7.18253
H  2.98815  -0.09443  -10.68926
H  3.37312  0.67555  -9.16238
H  1.76625  -0.00289  -9.44681
C  7.27470  -4.90709  0.86980
N  6.07723  -3.95437  0.75390
C  4.96850  -4.63788  -0.11782
C  5.51037  -3.80915  2.13842
C  6.44745  -2.54630  0.20146
C  7.57521  -2.52259  -0.90473
O  7.33630  -3.13014  -2.20953
H  8.13834  -4.33860  1.21483
H  7.45231  -5.29385  -0.13369
H  7.12147  -5.70095  1.60083
H  4.95316  -5.67103  0.22923
H  5.24146  -4.58826  -1.17193
H  4.04086  -4.10168  0.08234
H  4.65322  -3.14585  2.02254
H  6.29033  -3.32289  2.72436
H  5.24171  -4.74137  2.63528
H  6.69394  -1.95949  1.08633
H  5.51318  -2.15204  -0.19830
H  8.52988  -2.90141  -0.53978
H  7.63994  -1.47564  -1.20103
H  8.17696  -3.09334  -2.67162
C  6.71322  2.92161  6.47947
N  5.93583  4.15989  5.99448
C  6.79082  5.48902  6.11686
C  5.50600  3.99998  4.56095
C  4.71408  4.34239  6.99034
C  3.52421  3.39906  6.83719
O  3.93585  2.06781  6.97728
H  6.25055  2.02084  6.07617
H  6.94885  2.97897  7.54215
H  7.69008  2.96409  5.99776
H  7.73519  5.29649  5.60774
H  6.96100  5.61510  7.18609
H  6.22982  6.30395  5.65942
H  6.24176  4.07493  3.76023
H  4.73447  4.75030  4.38809
H  5.05576  3.00733  4.55716
H  4.40774  5.36738  6.78144
H  5.13957  4.24759  7.98937
H  2.98686  3.66216  5.92607
H  2.84763  3.72273  7.62813
H  3.19454  1.45810  6.95957
C  -10.20042  -2.92194  6.94544
N  -9.95609  -1.37084  6.93876
C  -10.12860  -0.91278  5.47119
C  -11.15004  -0.65989  7.74281
C  -8.60151  -0.99026  7.57025
C  -7.40657  -1.55558  6.73874
O  -7.13923  -2.82066  7.24986
H  -11.21894  -3.17353  6.64977
H  -10.10325  -3.37113  7.93381
H  -9.52608  -3.50639  6.31952
H  -11.09413  -1.04489  4.98292
H  -9.34079  -1.18338  4.76817
H  -9.95931  0.16396  5.47940
H  -12.06209  -1.06628  7.30566
H  -11.22230  0.41953  7.60961
H  -11.11396  -0.95807  8.79062
H  -8.66381  -1.37626  8.58771
H  -8.57243  0.09824  7.61950
H  -6.57268  -0.85364  6.74024
H  -7.59982  -1.71322  5.67765
H  -6.23628  -2.70886  7.55609
C  4.06972  8.77460  -2.99460
N  3.86200  7.43716  -3.73970
C  3.67104  7.72343  -5.23838
C  5.18990  6.67502  -3.56383
C  2.54524  6.80011  -3.18406
C  2.44905  5.33046  -3.58968
O  3.27245  4.53362  -2.80125
H  4.11882  8.58547  -1.92226
H  3.23265  9.46579  -3.09282
H  4.94472  9.30762  -3.36656
H  2.71061  8.17327  -5.49005
H  3.81566  6.79718  -5.79447
H  4.45057  8.42152  -5.54352
H  5.10401  5.76282  -4.15427
H  5.37438  6.53694  -2.49847
H  6.06727  7.17632  -3.97251
H  1.76606  7.41035  -3.64077
H  2.55451  6.93787  -2.10285
H  2.51306  5.17116  -4.66607
H  1.44623  4.96974  -3.36088
H  2.74133  4.26642  -2.04751
C  -6.10515  7.21239  0.98002
N  -6.04314  5.66691  1.07192
C  -7.41188  5.06433  0.86336
C  -5.24192  5.16540  -0.15478
C  -5.48439  5.16888  2.43591
C  -5.79611  5.89314  3.75063
O  -7.16348  5.65232  4.07032
H  -6.28689  7.51434  -0.05143
H  -5.18193  7.58060  1.42743
H  -6.98367  7.45343  1.57851
H  -7.77481  5.39178  -0.11088
H  -8.10878  5.45110  1.60689
H  -7.40595  3.97503  0.90182
H  -4.24011  5.53636  0.06171
H  -5.58981  5.60935  -1.08750
H  -5.22339  4.08286  -0.28078
H  -4.41547  5.11170  2.23038
H  -5.76543  4.12006  2.53131
H  -5.53737  6.95186  3.73385
H  -5.20099  5.43389  4.53995
H  -7.29129  5.62662  5.02142
C  -4.43583  -7.40954  2.41081
N  -4.18387  -8.16109  1.15281
C  -4.06761  -7.13567  -0.07340
C  -2.89305  -8.87174  1.38872
C  -5.32474  -9.13879  0.74535
C  -5.78034  -10.04135  1.95023
O  -4.97926  -11.26158  1.91780
H  -5.43162  -6.97731  2.31252
H  -3.71486  -6.59899  2.51724
H  -4.44368  -8.03124  3.30608
H  -5.01785  -6.60325  -0.03249
H  -3.88138  -7.68777  -0.99461
H  -3.18141  -6.50142  -0.05114
H  -2.92132  -9.37500  2.35517
H  -2.03988  -8.22303  1.19020
H  -2.83026  -9.63209  0.61024
H  -4.94520  -9.53627  -0.19596
H  -6.12336  -8.44152  0.49217
H  -6.78507  -10.42248  1.76761
H  -5.85806  -9.60471  2.94593
H  -5.25944  -11.90012  2.57763

Forces on atoms 1 to 2 (eV/Å):
1.7 2.4 -1.4
0.0 -0.6 0.7

Net charge: +6
Spin multiplicity: 1
Frontier orbital gap (eV): 3.942

***

Record 2
The following is a quantum chemistry calculation of a structure of composition C40H108CdF12N2O26S4 at a distorted geometry, from OMol25.

Element x y z (Å)
Cd  -1.84767  1.46239  -3.22466
C  -6.77446  3.15908  -4.19496
F  -6.55046  1.89978  -3.80954
F  -7.84130  3.21458  -4.90777
F  -6.93403  3.81860  -3.05302
S  -5.25877  3.83458  -5.23049
O  -4.87175  2.70688  -6.04413
O  -5.69937  5.01960  -5.97241
N  -3.93956  4.05005  -4.00632
S  -4.17974  5.55272  -3.49301
O  -5.53255  6.10777  -3.54094
O  -3.55539  5.63577  -2.16589
C  -2.95308  6.58568  -4.62016
F  -1.71136  6.08138  -4.61681
F  -3.45067  6.63107  -5.85947
F  -2.89268  7.83098  -4.13946
C  1.99822  -0.29682  -0.36743
F  1.40428  -1.30161  0.33774
F  3.28516  -0.23337  -0.00470
F  1.95363  -0.51544  -1.67419
S  1.13518  1.41640  0.06757
O  1.59394  1.77960  1.40391
O  1.53395  2.31125  -0.99862
N  -0.58823  1.01943  -0.23693
S  -1.09647  1.00976  1.25406
O  -0.49696  -0.05826  2.06845
O  -1.16895  2.38476  1.79650
C  -2.98722  0.48293  1.00183
F  -3.57251  1.47242  0.28488
F  -3.02208  -0.69843  0.37545
F  -3.59875  0.40569  2.22263
C  5.11947  5.89096  -6.72754
C  4.76393  5.16401  -5.50983
O  4.42811  3.84716  -5.88473
H  4.30244  6.20162  -7.37874
H  5.78134  5.28337  -7.34467
H  5.61911  6.83854  -6.52618
H  4.00065  5.65677  -4.90760
H  5.67081  5.07220  -4.91213
H  5.21948  3.39043  -6.17927
C  -2.96172  0.25249  8.78830
C  -1.75442  -0.64759  8.73670
O  -2.13821  -1.90386  9.16397
H  -3.34406  0.32136  9.80671
H  -3.76611  -0.15411  8.17532
H  -2.72715  1.23709  8.38378
H  -0.94667  -0.39696  9.42432
H  -1.32935  -0.80745  7.74581
H  -1.53395  -2.58198  8.85312
C  2.06658  3.38652  6.81952
C  1.45665  4.72305  6.50862
O  1.71033  5.69787  7.51870
H  1.69066  2.98223  7.75937
H  3.13333  3.47116  7.02693
H  1.88543  2.60083  6.08604
H  0.37119  4.70280  6.41126
H  1.88390  5.10329  5.58074
H  1.08666  5.52637  8.22808
C  4.00195  -2.16205  5.43944
C  4.78402  -3.32208  4.98006
O  4.39606  -4.61050  5.48760
H  4.33002  -1.91685  6.44957
H  2.94406  -2.40613  5.34255
H  4.14781  -1.29683  4.79274
H  5.81789  -3.13516  5.27039
H  4.69493  -3.37015  3.89477
H  4.97297  -5.26951  5.09454
C  4.39511  -5.01155  -8.66108
C  3.93682  -3.67275  -8.06356
O  2.58086  -3.46327  -8.28743
H  3.88580  -5.84486  -8.17702
H  5.47084  -5.12490  -8.52668
H  4.18856  -5.07140  -9.72965
H  4.50719  -2.86465  -8.52155
H  4.11533  -3.73369  -6.99001
H  2.49898  -3.43122  -9.24339
C  -3.76034  7.63083  3.87648
C  -5.12471  7.54935  3.20057
O  -6.10516  8.08491  4.02039
H  -3.57873  8.63267  4.26562
H  -2.94411  7.49296  3.16734
H  -3.63511  6.93410  4.70533
H  -5.36751  6.50052  3.03000
H  -5.19256  8.09142  2.25736
H  -6.09609  7.59717  4.84720
C  8.63346  3.70652  0.55254
C  8.08527  3.52582  1.97212
O  9.15254  3.10517  2.74680
H  8.92769  2.71319  0.21368
H  9.53151  4.32031  0.48281
H  7.93416  4.12230  -0.17286
H  7.23148  2.84855  1.99367
H  7.79071  4.50026  2.36177
H  9.10773  3.59130  3.57339
C  -0.10366  3.00561  -8.22138
C  0.10320  1.75673  -7.36601
O  0.31154  2.00394  -5.95691
H  0.66024  3.74963  -7.99552
H  -0.98291  3.55696  -7.88813
H  -0.20386  2.81906  -9.29062
H  1.05872  1.35357  -7.70148
H  -0.68183  1.01095  -7.49109
H  1.17343  2.42671  -5.95946
C  3.85029  -7.15558  -2.59775
C  3.24818  -8.47382  -3.20101
O  4.23872  -9.50482  -3.19275
H  4.68967  -6.86273  -3.22844
H  4.04510  -7.31043  -1.53654
H  3.12342  -6.34436  -2.63886
H  3.06915  -8.28187  -4.25894
H  2.31624  -8.78154  -2.72677
H  4.66896  -9.45535  -4.04952
C  8.72144  0.11482  -3.87487
C  9.54842  1.17133  -4.60454
O  8.68299  1.73852  -5.55765
H  7.81566  0.56794  -3.47197
H  9.29537  -0.23563  -3.01703
H  8.47621  -0.75822  -4.47966
H  10.34500  0.61039  -5.09334
H  10.03007  1.96960  -4.03984
H  9.18977  1.92813  -6.35063
C  -10.29064  0.46479  1.81331
C  -10.49516  -0.74365  0.89866
O  -10.14538  -1.86773  1.67974
H  -10.29334  1.43260  1.31188
H  -9.32617  0.43204  2.32009
H  -11.07402  0.49946  2.57042
H  -9.78165  -0.71009  0.07533
H  -11.49936  -0.97115  0.54100
H  -10.39001  -2.68273  1.23530
C  0.09343  -6.15748  2.59713
C  -0.04979  -7.47603  1.80200
O  -1.43344  -7.74469  1.52436
H  -0.39798  -5.28264  2.17138
H  1.14801  -5.92494  2.74501
H  -0.32285  -6.27637  3.59746
H  0.44619  -8.33121  2.26111
H  0.42865  -7.17663  0.86949
H  -1.44105  -8.51589  0.95271
C  -5.06379  -5.38708  5.18885
C  -5.48823  -5.19640  3.76367
O  -5.52061  -6.52387  3.26741
H  -5.04632  -4.44403  5.73517
H  -4.04322  -5.76207  5.26578
H  -5.79940  -6.03241  5.66898
H  -4.73582  -4.61645  3.22923
H  -6.46718  -4.71763  3.74013
H  -4.64428  -6.68871  2.91178
C  2.69300  8.84336  0.45562
C  3.61374  9.15800  1.72328
O  2.95625  10.19508  2.43724
H  2.73635  9.70384  -0.21204
H  1.65046  8.64048  0.70068
H  3.02071  8.00995  -0.16578
H  4.62540  9.45834  1.45050
H  3.64976  8.24739  2.32127
H  3.05745  9.97843  3.36698
C  -7.41944  -5.18208  -2.31830
C  -7.08797  -5.25870  -3.80996
O  -6.63262  -3.95323  -4.22075
H  -7.40969  -6.15321  -1.82341
H  -8.32340  -4.58870  -2.18096
H  -6.63394  -4.62595  -1.80664
H  -7.90603  -5.52663  -4.47861
H  -6.24489  -5.91511  -4.02540
H  -7.29190  -3.54816  -4.78898
C  -1.76578  -4.29866  -2.97509
C  -1.71895  -3.18708  -4.05656
O  -2.63366  -2.12012  -3.66570
H  -2.79973  -4.46850  -2.67472
H  -1.19617  -4.07802  -2.07233
H  -1.47418  -5.31276  -3.24837
H  -2.09066  -3.61757  -4.98642
H  -0.69422  -2.89231  -4.28270
H  -3.48003  -2.57277  -3.68450
C  9.36292  -3.29549  0.76003
C  10.86597  -3.41638  0.96221
O  11.59173  -2.79581  -0.07385
H  8.87353  -3.95793  1.47402
H  9.01995  -3.63754  -0.21644
H  8.88982  -2.32446  0.90621
H  11.19483  -4.45503  0.92809
H  11.11737  -2.99525  1.93563
H  11.68381  -1.86732  0.15206
C  -9.39177  -1.44209  8.31189
C  -9.24161  -1.88173  6.93010
O  -10.52010  -1.95885  6.29937
H  -10.05992  -2.12812  8.83251
H  -9.87949  -0.47023  8.38742
H  -8.41579  -1.28022  8.76945
H  -8.77143  -2.86128  7.01678
H  -8.53189  -1.24402  6.40313
H  -10.37211  -2.00931  5.35219

Forces on atoms 1 to 2 (eV/Å):
-0.1 0.9 0.6
1.7 0.3 1.6

Spin multiplicity: 1
Frontier orbital gap (eV): 3.039

***

no.,M (g mol⁻¹),highest occupied orbital energy (eV),LUMO energy (eV)
1,798.34,-12.30,-8.36
2,1501.95,-9.76,-6.72